C2H7BrN3 | ωB97M-V/def2-TZVPD

Output
Relative energy (zero: lowest compared OMol25 entry of this formula, charge and spin)   22.58 kcal/mol
Total charge   +1
E_tot   -2818.334920 hartree
HOMO   -13.5 eV

Last column: Mulliken charge in e.
Cartesian coordinates (Å):
C 0.26680 0.11928 0.36999  0.526
C 0.64119 0.80026 2.31742  -0.534
N -0.70143 0.70080 -0.16537  -0.507
N 1.12376 -0.84652 0.14050  -0.314
N -1.17434 0.29948 -1.52154  -0.249
Br 2.50286 0.76642 2.52673  -0.049
H 0.21378 1.79558 2.29353  0.344
H 0.10838 0.06639 2.90382  0.399
H 1.86508 -1.00464 0.81319  0.110
H 1.15831 -1.41696 -0.69019  0.186
H -1.53595 1.17088 -1.94005  0.364
H -1.95908 -0.36251 -1.42670  0.366
H -0.45539 -0.10690 -2.14434  0.356